[1]
The following is a quantum chemistry calculation of a structure of composition C30H72LiN3O22P at a distorted geometry, from the Open Molecules 2025 dataset.

The geometry in XYZ format:
```
129
Properties=species:S:1:pos:R:3
C -46.70 13.61 -18.59
N -45.82 13.39 -19.81
C -44.60 12.77 -19.20
C -46.49 12.54 -20.78
C -45.37 14.74 -20.34
C -46.43 15.60 -21.20
O -46.17 16.90 -21.44
H -46.94 12.70 -18.06
H -47.63 13.96 -18.81
H -46.14 14.14 -17.96
H -43.89 12.34 -19.98
H -44.87 11.79 -18.77
H -44.17 13.33 -18.25
H -45.68 12.03 -21.42
H -47.23 13.10 -21.39
H -47.08 11.75 -20.13
H -44.74 14.45 -21.22
H -44.95 15.35 -19.69
H -47.53 15.52 -20.60
H -46.72 15.12 -22.16
H -46.08 17.41 -20.62
C -46.41 21.91 -19.21
N -45.30 21.92 -18.25
C -45.56 21.04 -17.11
C -44.18 21.30 -19.04
C -44.93 23.35 -17.94
C -43.50 23.51 -17.33
O -43.21 24.92 -17.06
H -46.43 21.02 -19.55
H -46.43 22.64 -19.90
H -47.41 21.99 -18.56
H -46.32 21.69 -16.59
H -44.64 20.75 -16.53
H -45.97 20.11 -17.49
H -43.33 21.11 -18.53
H -43.95 21.66 -19.99
H -44.44 20.26 -19.38
H -45.66 23.82 -17.29
H -44.89 23.97 -18.75
H -42.63 23.22 -17.92
H -43.58 22.90 -16.49
H -43.52 25.10 -15.94
C -47.19 21.24 -13.33
N -46.95 19.84 -12.99
C -46.23 19.81 -11.63
C -48.16 18.94 -13.06
C -46.03 19.24 -13.98
C -45.44 17.84 -13.65
O -44.55 17.43 -14.76
H -46.18 21.72 -13.59
H -47.82 21.95 -12.69
H -47.56 21.01 -14.43
H -46.95 20.25 -10.84
H -45.35 20.31 -11.69
H -46.04 18.86 -11.18
H -48.76 19.10 -12.45
H -47.89 17.84 -12.74
H -48.43 19.13 -13.95
H -45.14 19.84 -13.99
H -46.48 19.22 -14.88
H -46.06 16.98 -13.86
H -44.92 17.97 -12.81
H -45.16 17.22 -15.58
Li -47.84 16.71 -15.88
P -46.93 17.50 -17.78
O -47.79 18.27 -17.02
O -46.17 16.96 -16.49
O -46.28 17.97 -19.06
O -47.77 16.26 -17.76
C -43.21 17.46 -17.86
O -41.85 17.30 -17.97
C -41.34 16.37 -18.85
O -42.17 15.52 -19.30
O -40.03 16.38 -19.00
C -39.37 15.53 -19.81
H -43.62 16.46 -17.65
H -43.59 17.87 -18.73
H -43.40 18.08 -17.02
H -39.86 15.40 -20.67
H -39.19 14.55 -19.27
H -38.44 16.07 -20.00
C -50.39 14.44 -19.09
O -49.68 13.64 -20.03
C -50.34 12.64 -20.53
O -51.36 12.04 -20.04
O -49.80 12.23 -21.76
C -50.17 10.99 -22.28
H -49.51 15.20 -18.85
H -50.47 14.02 -18.21
H -51.21 15.05 -19.27
H -49.39 10.84 -23.20
H -51.14 10.93 -22.70
H -49.79 10.13 -21.48
C -49.53 18.32 -19.92
O -50.70 19.12 -19.94
C -51.84 18.58 -20.31
O -52.05 17.34 -20.70
O -52.79 19.46 -20.32
C -54.12 19.17 -20.91
H -49.33 17.66 -20.78
H -49.47 17.89 -18.90
H -48.72 18.89 -19.61
H -54.68 18.57 -20.41
H -54.10 18.71 -21.93
H -54.63 20.13 -21.09
C -49.63 20.75 -17.42
O -50.31 21.26 -16.25
C -50.04 22.37 -15.75
O -49.19 23.16 -16.21
O -50.77 22.67 -14.69
C -50.47 23.84 -13.91
H -49.89 19.71 -17.71
H -48.56 20.65 -17.39
H -49.91 21.34 -18.15
H -49.44 24.01 -13.38
H -51.38 24.05 -13.18
H -50.43 24.72 -14.57
C -42.80 22.79 -23.75
O -43.60 22.15 -22.84
C -44.49 21.24 -23.30
O -44.42 20.94 -24.46
O -45.18 20.68 -22.39
C -46.25 19.79 -22.75
H -42.21 23.46 -23.44
H -43.51 23.27 -24.47
H -42.06 22.17 -23.99
H -46.74 19.48 -21.60
H -45.90 18.71 -23.01
H -46.85 20.36 -23.49
```

As for the energy above the lowest of the compared OMol25 structures with the same formula, charge and spin: 392.0 kJ/mol. As for the total charge: +1.


[2]
The following is a quantum chemistry calculation of a cluster of 6 separate species, C30H73BrN6O3 in total at a distorted geometry, from the Open Molecules 2025 dataset.

The geometry in XYZ format:
```
113
Properties=species:S:1:pos:R:3
C 0.22 3.88 -0.17
C 1.26 4.98 -0.36
N 0.66 6.30 -0.60
C 0.34 7.20 0.41
C -0.23 8.26 -0.20
N -0.35 7.98 -1.54
C 0.14 6.75 -1.75
C -1.15 8.68 -2.55
H -0.48 3.76 -1.00
H -0.40 3.90 0.73
H 0.79 2.95 -0.05
H 1.94 4.80 -1.19
H 1.88 5.07 0.54
H 0.60 6.87 1.40
H -0.68 9.15 0.20
H 0.12 6.23 -2.69
H -1.34 9.70 -2.23
H -2.11 8.19 -2.66
H -0.58 8.68 -3.47
C -3.23 2.30 -1.34
C -4.08 1.61 -0.29
C -3.20 1.27 0.93
C -4.14 0.80 2.05
N -3.48 0.65 3.40
C -2.52 -0.49 3.40
C -2.45 -0.93 4.87
C -3.96 -0.91 5.21
C -4.55 0.28 4.45
C -2.81 1.93 3.83
H -2.92 3.31 -1.06
H -3.76 2.48 -2.29
H -2.33 1.75 -1.64
H -4.68 0.82 -0.72
H -4.79 2.37 0.07
H -2.63 2.13 1.26
H -2.56 0.44 0.64
H -4.71 -0.08 1.75
H -4.89 1.58 2.15
H -1.62 -0.24 2.84
H -3.01 -1.32 2.88
H -1.84 -0.31 5.51
H -2.06 -1.94 4.84
H -4.08 -0.83 6.29
H -4.47 -1.83 4.93
H -4.63 1.19 5.03
H -5.53 0.16 4.00
H -2.57 1.78 4.87
H -3.49 2.75 3.63
H -1.90 2.07 3.24
C 6.05 2.79 -1.22
N 5.84 1.45 -1.87
C 4.92 1.54 -3.04
C 7.17 0.99 -2.45
C 5.31 0.40 -0.91
C 3.94 0.67 -0.29
O 2.87 0.66 -1.21
H 6.84 2.73 -0.48
H 5.09 3.23 -0.95
H 6.40 3.39 -2.06
H 5.42 1.73 -4.00
H 4.13 2.27 -2.89
H 4.47 0.56 -3.21
H 7.83 0.79 -1.61
H 7.53 1.73 -3.15
H 6.95 0.04 -2.93
H 6.02 0.48 -0.09
H 5.34 -0.54 -1.46
H 4.01 1.64 0.21
H 3.76 -0.10 0.46
H 2.00 0.44 -0.78
C -2.96 -5.52 2.98
N -3.05 -5.73 1.48
C -2.86 -7.22 1.32
C -4.44 -5.33 1.12
C -1.97 -5.00 0.72
C -1.73 -3.56 1.22
O -1.00 -2.92 0.22
H -2.09 -6.06 3.34
H -3.79 -6.05 3.47
H -3.03 -4.47 3.24
H -3.81 -7.73 1.46
H -2.04 -7.58 1.93
H -2.61 -7.45 0.28
H -5.14 -5.83 1.78
H -4.68 -5.59 0.09
H -4.56 -4.25 1.18
H -2.23 -5.10 -0.33
H -1.06 -5.55 0.96
H -1.16 -3.64 2.15
H -2.68 -3.07 1.45
H -0.54 -2.08 0.50
C 1.86 -3.57 -0.73
N 1.79 -3.27 -2.20
C 1.61 -4.53 -2.98
C 0.74 -2.22 -2.42
C 3.14 -2.68 -2.50
C 3.46 -2.43 -3.96
O 4.76 -1.86 -4.03
H 0.94 -4.03 -0.40
H 2.05 -2.65 -0.19
H 2.64 -4.32 -0.60
H 1.62 -4.28 -4.04
H 0.65 -4.99 -2.77
H 2.41 -5.19 -2.64
H 0.88 -1.97 -3.47
H 0.97 -1.30 -1.88
H -0.26 -2.56 -2.18
H 3.91 -3.31 -2.05
H 3.25 -1.74 -1.95
H 2.74 -1.73 -4.41
H 3.53 -3.34 -4.55
H 4.85 -1.36 -4.85
Br 0.28 0.06 0.63
```

As for the total charge: +4.


Results for gap between HOMO and LUMO: 6.02 9.50 (in eV, following the order of the records).
Results for calculated total energy: -3353.89877 -4313.82613 (in Ha, following the order of the records).